Computed, not measured: an isolated molecule of C14H12N2O4S, with ωB97M-V/def2-TZVPD.

Output
* HOMO energy: -0.34027 Ha
* net charge: 0
* ΔE to the lowest compared entry with this formula, charge and spin: 0.0 kcal/mol
* E: -1349.205753 Ha

XYZ file:
```
33
C14H12N2O4S, DFT ωB97M-V/def2-TZVPD
C -0.664 0.682 -2.115
O -0.713 0.027 -0.821
C -1.138 0.808 0.240
C -2.345 1.542 0.152
C -2.871 2.280 1.225
N -4.084 2.992 1.138
O -4.467 3.632 2.124
O -4.713 2.936 0.047
C -2.121 2.225 2.426
C -0.948 1.478 2.507
C -0.459 0.723 1.489
N 0.703 -0.016 1.738
C 0.616 -1.283 1.541
C 1.852 -2.121 1.645
C 1.853 -2.919 0.345
O 1.418 -4.051 0.384
C 2.251 -2.321 -0.961
C 2.499 -0.985 -1.185
C 2.923 -0.741 -2.552
C 2.891 -1.876 -3.335
S 2.413 -3.263 -2.432
H -0.214 1.682 -2.057
H -1.664 0.777 -2.533
H -0.083 0.049 -2.775
H -2.928 1.515 -0.779
H -2.443 2.747 3.319
H -0.425 1.447 3.475
H -0.333 -1.695 1.173
H 1.783 -2.848 2.476
H 2.739 -1.512 1.797
H 2.419 -0.210 -0.362
H 3.152 0.218 -2.952
H 3.099 -1.920 -4.383
```

Let us look at the Löwdin charges, expressed in e, one per atom: -0.044, -0.113, -0.188, 0.083, -0.159, -0.328, 0.074, 0.051, 0.018, -0.023, -0.224, 0.125, -0.110, -0.076, -0.422, 0.071, -0.450, -0.106, -0.174, -0.399, 1.057, 0.105, 0.081, 0.079, 0.129, 0.116, 0.130, 0.154, 0.136, 0.122, 0.133, 0.090, 0.062


Computed, not measured: a structure of composition C14H12N2O6V, with ωB97M-V/def2-TZVPD.

Output
* HOMO energy (spin up / spin down): -0.46430 / -0.46818 Ha
* net charge: +1
* ΔE to the lowest compared entry with this formula, charge and spin: 0.0 kcal/mol
* expectation value of S²: 2.010
* E: -2045.590411 Ha
* 2S+1: 3

XYZ file:
```
35
C14H12N2O6V, DFT ωB97M-V/def2-TZVPD
V -0.748 -0.249 -0.234
C 3.021 -1.178 -0.703
C 1.844 -2.013 -1.045
N 0.570 -1.693 -0.854
C -0.196 -2.759 -1.320
C 0.634 -3.720 -1.796
N 1.902 -3.229 -1.608
C 0.472 -5.063 -2.431
O -0.755 -5.504 -2.608
O 1.465 -5.662 -2.746
C -1.672 -2.648 -1.259
O -2.398 -3.524 -1.658
O -2.072 -1.501 -0.731
H 2.690 -0.247 -0.250
H 3.600 -0.944 -1.596
H 3.673 -1.698 -0.002
H 2.725 -3.754 -1.879
H -1.440 -4.865 -2.293
C -0.478 1.370 3.622
C -0.575 1.345 2.133
O -0.465 0.194 1.602
C -0.769 2.541 1.359
C -0.986 3.767 2.035
C -1.148 4.940 1.351
C -1.081 4.932 -0.049
C -0.863 3.766 -0.744
C -0.713 2.556 -0.065
O -0.479 1.463 -0.795
H -0.234 0.376 3.985
H -1.435 1.677 4.049
H 0.276 2.084 3.951
H -1.036 3.771 3.114
H -1.324 5.863 1.885
H -1.202 5.858 -0.596
H -0.805 3.748 -1.824
```

Let us look at the Löwdin charges, expressed in e, one per atom: 1.261, 0.034, -0.293, 0.055, -0.102, -0.040, 0.212, -0.464, 0.174, 0.146, -0.497, 0.143, -0.111, 0.086, 0.102, 0.102, 0.192, 0.089, 0.022, -0.284, -0.069, -0.088, -0.005, -0.045, -0.018, 0.015, -0.273, -0.161, 0.101, 0.115, 0.109, 0.117, 0.118, 0.124, 0.132


Computed, not measured: a structure of composition C14H13AlCl2F4NO4, with ωB97M-V/def2-TZVPD.

Output
* HOMO energy: -0.24337 Ha
* net charge: -1
* ΔE to the lowest compared entry with this formula, charge and spin: 0.0 kcal/mol
* E: -2459.392360 Ha

XYZ file:
```
39
C14H13AlCl2F4NO4, DFT ωB97M-V/def2-TZVPD
C 4.647 -1.211 1.034
C 3.424 -1.277 0.007
Cl 3.837 -2.667 -1.140
C 2.072 -1.554 0.771
C 0.919 -0.557 0.465
C -0.388 -1.038 0.053
C -1.499 -0.096 -0.196
C -2.859 -0.727 -0.583
C -3.293 -1.491 0.843
C -4.250 -0.558 1.840
O -2.712 -0.949 2.046
C -1.309 1.341 -0.044
Cl -2.657 2.459 -0.337
C -0.009 1.843 0.342
C 1.081 0.881 0.585
C 2.316 1.720 0.963
O 3.367 1.437 1.452
N 1.954 3.116 0.636
O 2.307 3.765 1.863
C 0.505 3.279 0.609
O -0.125 4.271 0.792
H 5.154 -0.229 0.822
H 4.244 -1.128 2.076
H 5.369 -2.046 0.902
H 3.332 -0.358 -0.613
H 1.706 -2.565 0.431
H 2.191 -1.654 1.883
H -0.601 -2.128 -0.070
H -3.670 0.000 -0.787
H -2.775 -1.549 -1.328
H -3.524 -2.616 0.791
H -4.960 -1.481 1.883
H -4.250 -0.476 2.954
H 1.662 3.416 2.511
F -0.561 -0.033 -4.257
Al -2.238 0.168 -4.695
F -2.569 -0.712 -6.165
F -2.580 1.860 -4.938
F -3.258 -0.455 -3.400
```

Let us look at the Löwdin charges, expressed in e, one per atom: -0.142, -0.642, 0.529, -0.169, -0.113, 0.060, -0.171, -0.086, -0.183, -0.062, -0.161, -0.456, 0.711, -0.040, 0.000, -0.329, 0.135, 0.018, -0.008, -0.361, 0.146, 0.071, 0.069, 0.052, 0.097, 0.096, 0.124, 0.134, 0.088, 0.112, 0.153, 0.060, 0.112, 0.114, -0.236, -0.026, -0.236, -0.234, -0.226


Computed, not measured: a structure of composition C14H13Cl2IrN2O4SbSe4, with ωB97M-V/def2-TZVPD.

Output
* HOMO energy (spin up / spin down): -0.14314 / -0.17787 Ha
* net charge: -1
* ΔE to the lowest compared entry with this formula, charge and spin: 34.7 kcal/mol
* expectation value of S²: 6.034
* E: -11822.509119 Ha
* 2S+1: 5

XYZ file:
```
41
C14H13Cl2IrN2O4SbSe4, DFT ωB97M-V/def2-TZVPD
Ir -0.249 0.477 0.972
C -4.494 0.186 2.009
C -3.195 0.138 1.246
O -2.110 0.253 1.894
C -3.318 -0.024 -0.138
C -2.296 -0.040 -1.084
C -2.612 -0.357 -2.517
N -1.031 0.214 -0.776
N -0.115 0.112 -1.805
C 1.107 0.332 -1.404
O 1.419 0.651 -0.189
C 2.198 0.144 -2.389
C 1.924 -0.213 -3.708
C 2.964 -0.445 -4.591
C 4.281 -0.323 -4.166
C 4.557 0.023 -2.852
C 3.519 0.257 -1.963
H -4.317 0.338 3.068
H -5.044 -0.745 1.873
H -5.106 1.002 1.625
H -4.322 -0.158 -0.517
H -3.683 -0.492 -2.652
H -2.077 -1.260 -2.809
H -2.247 0.444 -3.159
H 0.892 -0.313 -4.013
H 2.752 -0.729 -5.615
H 5.093 -0.500 -4.861
H 5.583 0.107 -2.517
H 3.707 0.517 -0.930
Cl 1.235 -2.557 0.934
C 1.310 -2.096 2.651
Cl -0.311 -2.255 3.352
C 1.867 -0.620 2.823
O 3.029 -0.543 3.162
O 1.025 0.344 2.682
H 1.974 -2.794 3.146
Se 0.777 0.589 5.960
Sb -0.705 1.976 4.426
Se -0.446 4.256 5.495
Se -2.894 1.264 5.406
Se -0.644 2.840 1.932
```

Let us look at the Löwdin charges, expressed in e, one per atom: 1.088, -0.025, -0.454, -0.310, -0.036, -0.316, -0.040, -0.181, 0.061, -0.476, -0.198, -0.143, -0.035, -0.097, -0.109, -0.088, -0.017, 0.007, 0.085, 0.087, 0.099, 0.070, 0.081, 0.079, 0.103, 0.094, 0.093, 0.098, 0.118, 0.591, -0.991, 0.583, -0.779, 0.050, -0.410, 0.055, 0.100, -0.073, 0.032, 0.075, 0.129